[1]
A gas-phase ion, C5H9N2 (charge +1). Source: the Open Molecules 2025 dataset; level of theory: wB97M-V/def2-TZVPD.

Each line ends with the Mulliken charge.
Atoms and positions in Å:
N1 2.391 -0.689 0.557  -0.4767
C1 1.073 -0.456 0.226  -0.0376
C2 0.102 -1.220 -0.383  -0.2986
C3 -1.397 -0.748 -0.812  -0.3193
C4 -1.774 0.573 -0.714  -0.4183
C5 -0.667 1.530 -0.274  -0.2976
N2 0.153 0.684 0.704  -0.2936
H1 2.872 -0.917 -0.299  0.3183
H2 2.490 -1.307 1.304  0.2708
H3 0.511 -2.125 -0.824  0.3535
H4 -2.062 -1.582 -0.641  0.3800
H5 -2.814 0.773 -0.461  0.3258
H6 0.007 1.532 -1.190  0.2797
H7 -1.060 2.484 0.134  0.3679
H8 0.725 1.305 1.284  0.4030
H9 -0.551 0.163 1.389  0.4428

Computed properties:
- LUMO level: -4.314 eV
- Net charge: +1
- HOMO-LUMO gap: 9.54 eV
- Multiplicity: 1
- Structure (SMILES): NC1=CC=CC[NH2+]1

=====

[2]
A molecular structure, C48H63BLuN6O2PS3. Source: the Open Molecules 2025 dataset; level of theory: wB97M-V/def2-TZVPD.

Each line ends with the Mulliken charge.
Atoms and positions in Å:
Lu1 -1.802 1.442 0.602  1.1690
C1 1.596 3.193 3.783  -1.7785
C2 2.111 2.191 2.805  -0.0383
C3 3.362 2.270 2.277  -0.8158
C4 3.783 1.321 1.313  -0.7062
N1 3.001 0.345 0.951  0.1651
N2 1.777 0.214 1.496  1.1097
B1 1.111 -1.094 1.039  -1.2494
N3 1.407 -1.508 -0.400  0.4316
N4 2.618 -2.083 -0.582  0.2527
C5 2.935 -2.530 -1.759  0.2213
C6 2.025 -2.433 -2.851  -0.7018
C7 0.807 -1.860 -2.688  -0.1129
C8 -0.187 -1.753 -3.796  -1.7965
C9 0.486 -1.352 -1.384  0.5359
S1 -1.046 -0.694 -1.108  0.2502
C10 4.276 -3.203 -1.991  2.0789
C11 5.158 -3.163 -0.746  -1.6792
C12 4.022 -4.670 -2.375  -1.7626
C13 5.006 -2.477 -3.134  -1.5186
N5 -0.149 -1.607 1.684  -0.4475
N6 0.986 -2.221 2.056  0.2576
C14 1.062 -3.166 2.953  0.3075
C15 -0.191 -3.603 3.453  -0.7135
C16 -1.377 -3.041 3.059  0.2917
C17 -2.685 -3.521 3.575  -1.8760
C18 -1.370 -1.909 2.150  0.6443
S2 -2.748 -1.023 1.805  -0.0715
C19 2.423 -3.664 3.382  1.9932
C20 3.196 -2.449 3.933  -1.4794
C21 3.148 -4.240 2.158  -0.9205
C22 2.307 -4.730 4.470  -2.3537
C23 1.262 1.119 2.373  1.3195
S3 -0.333 1.011 2.943  -0.3092
C24 5.164 1.350 0.677  2.4208
C25 5.981 0.213 1.312  -1.4137
C26 5.881 2.678 0.919  -2.2427
C27 5.024 1.119 -0.836  -1.2890
H1 2.349 3.950 3.992  0.4323
H2 1.311 2.707 4.717  0.3701
H3 0.698 3.670 3.390  0.2669
H4 4.028 3.064 2.585  0.5238
H5 2.305 -2.835 -3.814  0.4514
H6 0.215 -2.170 -4.717  0.4525
H7 -0.462 -0.710 -3.961  0.2144
H8 -1.106 -2.280 -3.536  0.3907
H9 4.665 -3.634 0.104  0.1473
H10 5.407 -2.136 -0.485  0.2793
H11 6.085 -3.700 -0.945  0.5850
H12 3.533 -5.200 -1.555  0.3413
H13 4.972 -5.162 -2.580  0.4775
H14 3.399 -4.766 -3.266  0.3508
H15 5.129 -1.417 -2.906  0.1972
H16 4.485 -2.566 -4.088  0.3676
H17 5.997 -2.914 -3.258  0.4878
H18 -0.206 -4.414 4.166  0.6054
H19 -2.572 -4.402 4.203  0.4219
H20 -3.359 -3.746 2.747  0.3662
H21 -3.169 -2.729 4.150  0.3628
H22 3.411 -1.725 3.145  0.1029
H23 4.141 -2.782 4.360  0.4701
H24 2.626 -1.955 4.723  0.4395
H25 3.240 -3.496 1.367  -0.5816
H26 2.610 -5.106 1.764  0.4150
H27 4.146 -4.568 2.450  0.5227
H28 1.814 -4.342 5.364  0.4760
H29 3.309 -5.046 4.758  0.4314
H30 1.772 -5.613 4.117  0.4770
H31 6.144 0.400 2.376  0.3604
H32 6.955 0.140 0.827  0.4602
H33 5.459 -0.737 1.208  0.0771
H34 6.097 2.839 1.977  0.4269
H35 5.306 3.526 0.540  0.4693
H36 6.836 2.663 0.395  0.4334
H37 4.471 0.201 -1.034  -0.1263
H38 6.012 1.041 -1.290  0.5124
H39 4.501 1.957 -1.306  0.3829
C28 -1.852 2.360 -3.763  -1.3716
C29 -3.248 1.890 -4.076  0.4113
C30 -3.654 1.713 -5.394  -0.9904
C31 -4.951 1.332 -5.700  -0.8627
C32 -5.875 1.131 -4.686  -0.8469
C33 -5.491 1.296 -3.366  0.1954
C34 -4.186 1.670 -3.056  0.7004
P1 -3.662 1.922 -1.331  2.0886
C35 -5.046 1.296 -0.296  1.3075
C36 -5.747 2.181 0.525  -1.7622
C37 -6.729 1.723 1.390  -0.8505
C38 -7.021 0.368 1.438  -0.8305
C39 -6.344 -0.516 0.612  -0.7685
C40 -5.351 -0.083 -0.262  0.6691
C41 -4.657 -1.093 -1.137  -0.8754
C42 -3.754 3.743 -1.168  -0.1735
C43 -4.774 4.419 -1.850  -0.4173
C44 -4.865 5.795 -1.799  -0.8399
C45 -3.921 6.512 -1.074  -0.7332
C46 -2.918 5.845 -0.397  -0.4837
C47 -2.805 4.449 -0.415  1.1549
C48 -1.674 3.795 0.361  -2.4785
H40 -1.208 2.274 -4.637  0.5107
H41 -1.418 1.775 -2.947  0.0375
H42 -1.871 3.410 -3.458  0.3547
H43 -2.944 1.879 -6.195  0.4655
H44 -5.244 1.195 -6.733  0.4231
H45 -6.891 0.846 -4.922  0.4778
H46 -6.212 1.141 -2.572  0.4461
H47 -5.532 3.241 0.474  0.4384
H48 -7.277 2.423 2.008  0.4708
H49 -7.794 0.001 2.100  0.4329
H50 -6.595 -1.569 0.635  0.4933
H51 -5.273 -1.985 -1.245  0.5508
H52 -3.710 -1.403 -0.692  -0.0948
H53 -4.444 -0.706 -2.130  0.0253
H54 -5.499 3.855 -2.422  0.4914
H55 -5.662 6.306 -2.322  0.4542
H56 -3.969 7.593 -1.041  0.4138
H57 -2.190 6.416 0.168  0.4894
H58 -1.648 4.289 1.343  0.5724
H59 -0.739 4.122 -0.114  0.4096
O1 0.644 1.918 -0.599  -0.3214
H60 1.543 1.566 -0.588  -0.0632
H61 0.610 2.537 -1.336  0.2311
O2 -3.329 2.093 2.552  -0.4268
H62 -3.371 2.973 2.940  0.2254
H63 -4.031 1.582 2.972  0.2357

Computed properties:
- LUMO level: -5.581 eV
- Net charge: +2
- HOMO-LUMO gap: 6.92 eV
- Multiplicity: 1